1.
The following is a DFT calculation (the ωB97M-V functional and the def2-TZVPD basis) of the molecule C3H5NS.

Calculated values
energy above the lowest of the compared OMol25 structures with the same formula, charge and spin	28.4	kcal/mol
HOMO-LUMO gap	9.0032	eV
energy	-15515.64066	eV
lowest unoccupied orbital energy	0.58	eV
structure (SMILES)	S=C1CCN1

```
! wB97M-V def2-TZVPD RIJCOSX def2/J DEFGRID3
* xyz 0 1
C 0.0193 -0.0236 -0.2243
C 0.4004 -0.6711 1.0998
C 0.8652 0.6472 1.6659
H 1.0302 -1.6555 1.1547
H -0.6456 -0.7931 1.5178
H 0.6524 1.0580 2.6872
H 1.9008 0.8421 1.6696
H 0.3428 2.0782 0.0432
N 0.1691 1.1801 0.4211
S -0.7609 -0.5941 -1.5793
*
```



2.
The following is a DFT calculation (the ωB97M-V functional and the def2-TZVPD basis) of the molecule C3H5NS.

Calculated values
energy above the lowest of the compared OMol25 structures with the same formula, charge and spin	49.2	kcal/mol
HOMO-LUMO gap (alpha / beta)	8.1231 / 6.9343	eV
energy	-15511.58323	eV
⟨S²⟩	2.01
lowest unoccupied orbital energy (alpha / beta)	1.12 / -2.59	eV

```
! wB97M-V def2-TZVPD RIJCOSX def2/J DEFGRID3
* xyz 0 3
C 0.5342 1.7913 0.2523
C -0.7884 -0.4322 -0.0652
C 0.5841 -0.9267 -0.0452
N 0.1892 0.1920 0.8872
S 1.8528 2.4995 0.8088
H 0.0000 2.1289 -0.6637
H -1.2012 0.2869 -0.7656
H -1.5613 -1.1219 0.3683
H 0.6595 -1.9077 0.2815
H 1.2560 -0.7627 -0.7991
*
```



3.
The following is a DFT calculation (the ωB97M-V functional and the def2-TZVPD basis) of the molecule C3H5NS2.

Calculated values
energy above the lowest of the compared OMol25 structures with the same formula, charge and spin	55.1	kcal/mol
HOMO-LUMO gap	9.0496	eV
energy	-26350.34499	eV
lowest unoccupied orbital energy	0.13	eV
structure (SMILES)	S[C@@H]1C=NSC1

```
! wB97M-V def2-TZVPD RIJCOSX def2/J DEFGRID3
* xyz 0 1
C 0.4732 0.1759 0.0203
C -0.6751 0.7843 0.8736
C -0.0100 -1.2138 -0.3313
H 1.8095 0.0754 -2.1132
H 1.4977 0.0654 0.5756
H -1.3737 1.4774 0.3751
H -0.2964 1.3795 1.6166
H 0.5244 -1.5918 -1.1698
N -1.0436 -1.6990 0.1765
S 1.0019 1.2439 -1.3395
S -1.9078 -0.6973 1.3160
*
```



4.
The following is a DFT calculation (the ωB97M-V functional and the def2-TZVPD basis) of the molecule C3H5NS2.

Calculated values
energy above the lowest of the compared OMol25 structures with the same formula, charge and spin	50.0	kcal/mol
HOMO-LUMO gap	9.0738	eV
energy	-26350.56451	eV
lowest unoccupied orbital energy	0.23	eV
structure (SMILES)	[H]/N=C(S)/C=C\S

```
! wB97M-V def2-TZVPD RIJCOSX def2/J DEFGRID3
* xyz 0 1
C 0.4531 -0.5117 -0.7582
C 1.4631 -0.7099 0.1342
C -0.6972 0.3463 -0.5842
N -1.1789 1.0062 -1.4877
S 1.8737 0.1203 1.6163
S -1.6408 0.1960 1.1286
H 0.5090 -0.7371 -1.8780
H 2.3090 -1.2962 -0.0319
H 0.8519 0.9669 1.9769
H -1.9614 1.6614 -1.3758
H -1.9814 -1.0422 1.2597
*
```



5.
The following is a DFT calculation (the ωB97M-V functional and the def2-TZVPD basis) of a structure of composition C3H5NdO3.

Calculated values
energy above the lowest of the compared OMol25 structures with the same formula, charge and spin	129.8	kcal/mol
HOMO-LUMO gap (alpha / beta)	5.7888 / 6.9868	eV
energy	-24585.56235	eV
⟨S²⟩	4.22
lowest unoccupied orbital energy (alpha / beta)	-9.34 / -9.26	eV

```
! wB97M-V def2-TZVPD RIJCOSX def2/J DEFGRID3
* xyz 2 4
H 0.3792 2.8927 -1.0060
O 0.5070 -0.1826 -1.1862
C -0.3745 0.6550 -0.7975
C 1.2039 -0.7875 0.4630
O -0.7228 1.7287 -1.3454
O -1.1904 0.0658 0.0519
C -0.0302 -0.7325 1.2590
H 2.0009 -0.1010 0.7610
H 1.6569 -1.7702 0.3133
H -0.0883 0.0095 2.0586
H -0.4717 -1.6953 1.5266
Nd -2.8702 -0.0824 -2.0984
*
```



6.
The following is a DFT calculation (the ωB97M-V functional and the def2-TZVPD basis) of the ion C3H5O2 with charge +1.

Calculated values
energy above the lowest of the compared OMol25 structures with the same formula, charge and spin	47.9	kcal/mol
HOMO-LUMO gap	9.6085	eV
energy	-7276.64639	eV
lowest unoccupied orbital energy	-7.14	eV

```
! wB97M-V def2-TZVPD RIJCOSX def2/J DEFGRID3
* xyz 1 1
C 1.9040 0.0989 1.0025
C 0.0952 -0.7531 -0.3291
C -1.2102 -0.2155 0.4836
O 0.1662 -1.6636 -1.0357
O 1.1250 0.1646 0.0537
H 2.3929 1.0745 1.1775
H 1.9161 -0.6661 1.7644
H -1.6087 -0.7966 1.2248
H -1.9835 -0.0477 -0.3793
H -0.8882 0.7287 0.8826
*
```



7.
The following is a DFT calculation (the ωB97M-V functional and the def2-TZVPD basis) of the molecule C3H5O2P.

Calculated values
energy above the lowest of the compared OMol25 structures with the same formula, charge and spin	72.4	kcal/mol
HOMO-LUMO gap	9.9707	eV
energy	-16572.63377	eV
lowest unoccupied orbital energy	0.50	eV
structure (SMILES)	O=C(P)[C@@H]1CO1

```
! wB97M-V def2-TZVPD RIJCOSX def2/J DEFGRID3
* xyz 0 1
C -0.6988 -1.1175 0.2429
C 1.6687 -0.7839 -0.5108
C 0.5134 -0.2043 0.2325
O -0.5696 -2.2758 -0.0218
O 1.5964 -0.9155 0.8468
P -2.2647 -0.2399 0.4229
H 1.3724 -1.7653 -1.0304
H 2.3582 -0.1845 -0.9309
H 0.3243 0.7866 0.4159
H -1.6367 0.9030 0.3115
H -2.5592 -0.5001 -0.8830
*
```



8.
The following is a DFT calculation (the ωB97M-V functional and the def2-TZVPD basis) of a structure of composition C3H5O2SSi.

Calculated values
energy above the lowest of the compared OMol25 structures with the same formula, charge and spin	0.0	kcal/mol
HOMO-LUMO gap (alpha / beta)	4.7864 / 4.5143	eV
energy	-25995.53942	eV
⟨S²⟩	2.01
lowest unoccupied orbital energy (alpha / beta)	3.13 / 0.32	eV

```
! wB97M-V def2-TZVPD RIJCOSX def2/J DEFGRID3
* xyz -1 3
C -1.0472 -0.1990 -0.2368
C -0.4882 -1.0970 0.4438
C -2.7636 0.2400 -0.0223
O -3.5602 -0.2232 -0.8275
O -2.8085 1.1051 0.8134
Si 2.3394 0.4473 -0.2080
S 1.8495 -1.5508 0.2234
H -0.7278 0.3876 -1.0714
H -0.5133 -1.7284 1.3752
H 1.8924 1.1388 1.0588
H 3.8681 0.7122 0.1419
H 1.9594 0.7673 -1.6905
*
```



9.
The following is a DFT calculation (the ωB97M-V functional and the def2-TZVPD basis) of a cluster of 2 separate species, C3H5O2Si in total.

Calculated values
energy above the lowest of the compared OMol25 structures with the same formula, charge and spin	29.6	kcal/mol
HOMO-LUMO gap	4.3361	eV
energy	-15163.36677	eV
lowest unoccupied orbital energy	3.19	eV

```
! wB97M-V def2-TZVPD RIJCOSX def2/J DEFGRID3
* xyz -1 1
C 1.2531 0.8801 0.8031
C 0.8746 -0.3752 0.6520
C -2.6860 0.4078 -0.1806
O -2.5991 0.4932 -1.3127
O -2.7811 0.4347 0.9745
Si 1.1976 -1.2944 -0.9315
H 1.3420 1.5208 1.7029
H 1.6954 1.3882 -0.0098
H 0.2943 -0.8875 1.3217
H 1.2414 -0.1394 -1.8821
H 0.1677 -2.4283 -1.1373
*
```



10.
The following is a DFT calculation (the ωB97M-V functional and the def2-TZVPD basis) of a cluster of 2 separate species, C3H5O3 in total.

Calculated values
energy above the lowest of the compared OMol25 structures with the same formula, charge and spin	4.1	kcal/mol
HOMO-LUMO gap	8.8983	eV
energy	-9335.72683	eV
lowest unoccupied orbital energy	4.29	eV

```
! wB97M-V def2-TZVPD RIJCOSX def2/J DEFGRID3
* xyz -1 1
O -0.4453 1.2493 -2.0421
C 0.0776 1.9188 -1.1410
O 0.3948 1.5226 0.0206
H 0.3457 2.9613 -1.3853
C -0.0421 -2.1431 -0.0146
C -0.0565 -1.6979 1.2540
O -0.0148 -0.4254 1.6668
H -0.1532 -3.2105 -0.1629
H -0.0263 -1.4609 -0.8523
H -0.0862 -2.4361 2.0534
H 0.0637 0.2557 0.8844
*
```



11.
The following is a DFT calculation (the ωB97M-V functional and the def2-TZVPD basis) of a cluster of 4 separate species, C3H5O3 in total.

Calculated values
energy above the lowest of the compared OMol25 structures with the same formula, charge and spin	108.2	kcal/mol
HOMO-LUMO gap (alpha / beta)	6.2581 / 6.2567	eV
energy	-9331.21143	eV
lowest unoccupied orbital energy (alpha / beta)	4.00 / 4.00	eV

```
! wB97M-V def2-TZVPD RIJCOSX def2/J DEFGRID3
* xyz -1 1
C -1.2835 -1.1550 1.0234
C -1.8451 -0.0113 0.4063
O -1.2004 0.8854 -0.2370
H -1.9429 -2.0286 1.0185
H -0.8478 -0.9489 2.0085
H -2.9340 -0.0142 0.2293
H 0.0285 0.6002 -0.8372
H 0.0569 -1.6044 0.3454
O 1.2501 0.1724 -1.3735
O 1.2311 -1.7998 -0.3337
C 1.9270 -0.7827 -0.7743
*
```



12.
The following is a DFT calculation (the ωB97M-V functional and the def2-TZVPD basis) of a cluster of 2 separate species, C3H5O3 in total.

Calculated values
energy above the lowest of the compared OMol25 structures with the same formula, charge and spin	17.3	kcal/mol
HOMO-LUMO gap	10.7098	eV
energy	-9324.79252	eV
lowest unoccupied orbital energy	-4.08	eV

```
! wB97M-V def2-TZVPD RIJCOSX def2/J DEFGRID3
* xyz 1 1
C -0.8393 2.1656 -0.5456
C 1.1342 -0.1744 1.2333
C 0.1069 -1.8734 -0.2340
O 1.4209 0.7618 1.7879
O 0.9428 -1.2426 0.7666
O -0.7763 0.9895 -0.3034
H -1.4521 2.5698 -1.3598
H -0.2741 2.9062 0.0378
H 0.7299 -2.6226 -0.7240
H -0.2625 -1.1226 -0.9347
H -0.7303 -2.3573 0.2760
*
```



13.
The following is a DFT calculation (the ωB97M-V functional and the def2-TZVPD basis) of the molecule C3H5O3P.

Calculated values
energy above the lowest of the compared OMol25 structures with the same formula, charge and spin	74.0	kcal/mol
HOMO-LUMO gap	8.0085	eV
energy	-18620.97048	eV
lowest unoccupied orbital energy	-0.51	eV
structure (SMILES)	C=CC(O)(O)P=O

```
! wB97M-V def2-TZVPD RIJCOSX def2/J DEFGRID3
* xyz 0 1
C 1.8322 -0.3584 0.1552
C 0.7321 -0.0306 0.8237
C -0.6226 -0.0492 -0.0116
O -1.2587 2.1265 -1.6534
O -0.9518 -1.1850 -0.6371
O -1.5926 0.4981 0.7861
P -0.1154 1.2778 -1.3535
H 2.7926 -0.1387 0.5985
H 1.8140 -0.5194 -0.9221
H 0.4663 0.0477 1.8613
H -0.6369 -1.8007 -0.0863
H -2.4591 0.1319 0.4391
*
```



14.
The following is a DFT calculation (the ωB97M-V functional and the def2-TZVPD basis) of a cluster of 2 separate species, C3H5O3S in total.

Calculated values
energy above the lowest of the compared OMol25 structures with the same formula, charge and spin	82.4	kcal/mol
HOMO-LUMO gap (alpha / beta)	6.7510 / 9.0343	eV
energy	-20167.52731	eV
lowest unoccupied orbital energy (alpha / beta)	3.54 / 3.96	eV

```
! wB97M-V def2-TZVPD RIJCOSX def2/J DEFGRID3
* xyz -1 1
C 1.2456 0.7271 0.1694
C 1.6195 -0.7346 0.2042
C 0.6710 -0.2238 -0.8057
O -3.2032 -0.9930 -0.7232
O -2.3851 -0.2333 1.4897
O -2.8218 1.4140 -0.3029
S -2.4821 0.0310 0.0481
H 0.6065 1.0896 0.9646
H 1.9997 1.4599 -0.1207
H 2.6289 -1.0238 -0.0879
H 1.2368 -1.3260 1.0264
H 0.8843 -0.1872 -1.8620
*
```



15.
The following is a DFT calculation (the ωB97M-V functional and the def2-TZVPD basis) of a structure of composition C3H5O3Sn.

Calculated values
energy above the lowest of the compared OMol25 structures with the same formula, charge and spin	183.9	kcal/mol
HOMO-LUMO gap (alpha / beta)	7.6777 / 7.7085	eV
energy	-15136.05908	eV
⟨S²⟩	0.76
lowest unoccupied orbital energy (alpha / beta)	-11.23 / -12.06	eV

```
! wB97M-V def2-TZVPD RIJCOSX def2/J DEFGRID3
* xyz 2 2
H -1.6362 -0.4064 1.3401
C -1.7441 -0.8617 0.3464
C -0.4988 -0.9982 -0.5499
O 0.7518 -0.7729 0.1144
C 1.2398 0.4115 0.2696
O 2.4869 0.3374 0.5600
H -2.0226 -1.8657 0.6879
H -1.7477 -1.5640 -0.9417
H 2.9727 1.1366 0.3097
Sn -0.0747 2.0169 -0.3027
O -1.3201 0.5069 -0.5864
H -0.3033 -2.0261 -0.9146
*
```



16.
The following is a DFT calculation (the ωB97M-V functional and the def2-TZVPD basis) of a structure of composition C3H5O4Rb.

Calculated values
energy above the lowest of the compared OMol25 structures with the same formula, charge and spin	40.7	kcal/mol
HOMO-LUMO gap	5.9769	eV
energy	-12036.13001	eV
lowest unoccupied orbital energy	-0.30	eV

```
! wB97M-V def2-TZVPD RIJCOSX def2/J DEFGRID3
* xyz 0 1
Rb 4.7633 0.1400 -0.0848
O 1.1879 -1.0646 -0.9184
C 0.0356 -0.7611 -0.6930
O 4.8565 1.6014 2.3153
H 4.4434 1.5965 3.1766
O -0.3337 0.3883 -0.1682
C -1.7640 0.5296 -0.2354
H -2.0927 1.2667 -0.9736
H -2.2221 0.7383 0.7375
C -2.2267 -0.8588 -0.6949
H -2.9119 -0.7286 -1.5397
H -2.7417 -1.3465 0.1379
O -0.9940 -1.5013 -1.0592
*
```



17.
The following is a DFT calculation (the ωB97M-V functional and the def2-TZVPD basis) of a structure of composition C3H5O4Sm.

Calculated values
energy above the lowest of the compared OMol25 structures with the same formula, charge and spin	25.2	kcal/mol
HOMO-LUMO gap (alpha / beta)	7.2685 / 7.3923	eV
energy	-29279.26400	eV
⟨S²⟩	12.01
lowest unoccupied orbital energy (alpha / beta)	-5.78 / -5.66	eV

```
! wB97M-V def2-TZVPD RIJCOSX def2/J DEFGRID3
* xyz 1 7
O 1.5532 -0.5773 0.4226
C -1.0310 -0.5248 -0.8775
C 0.8308 0.3110 1.2447
O -1.5582 -1.6241 -0.5664
O -1.2414 0.5168 -0.0884
C -0.1216 1.2161 0.4849
H 1.5594 0.9529 1.7611
H 0.2560 -0.2417 2.0091
H 0.4097 1.7594 -0.3091
H -0.5791 1.9304 1.1782
Sm -1.0057 -2.8466 -2.7760
O -0.3565 -0.4196 -1.9567
H 1.2844 -0.4523 -0.5266
*
```



18.
The following is a DFT calculation (the ωB97M-V functional and the def2-TZVPD basis) of the molecule C3H5OP.

Calculated values
energy above the lowest of the compared OMol25 structures with the same formula, charge and spin	105.3	kcal/mol
HOMO-LUMO gap (alpha / beta)	7.9440 / 8.0801	eV
energy	-14522.46049	eV
lowest unoccupied orbital energy (alpha / beta)	-0.14 / 0.03	eV

```
! wB97M-V def2-TZVPD RIJCOSX def2/J DEFGRID3
* xyz 0 1
C -0.8200 -0.0972 -0.0403
C 0.1923 -1.1344 -0.2724
C 1.2036 0.8295 0.0779
O 1.3772 -0.5806 0.2935
P -2.4159 0.2125 0.1342
H -0.0644 -1.9485 0.3358
H 0.3411 -1.4160 -1.3375
H 1.1417 1.3315 -0.8382
H 1.3733 1.2705 1.1739
H -2.3289 1.5328 0.4731
*
```



19.
The following is a DFT calculation (the ωB97M-V functional and the def2-TZVPD basis) of a cluster of 2 separate species, C3H5OP in total.

Calculated values
energy above the lowest of the compared OMol25 structures with the same formula, charge and spin	69.3	kcal/mol
HOMO-LUMO gap	7.7977	eV
energy	-14524.02312	eV
lowest unoccupied orbital energy	-1.13	eV
structure (SMILES)	C1=CC1.O=P

```
! wB97M-V def2-TZVPD RIJCOSX def2/J DEFGRID3
* xyz 0 1
C -1.1261 -0.6142 0.0909
C -2.3508 0.1928 0.5011
C -1.3019 0.8604 0.1492
O 2.4366 -0.1289 0.0158
P 3.5974 -0.4764 -0.8535
H -0.3671 -1.1850 0.6753
H -1.2340 -1.1289 -0.8922
H -3.3780 -0.0011 0.7633
H 4.5116 0.5824 -0.6326
H -0.7876 1.8991 0.1827
*
```



20.
The following is a DFT calculation (the ωB97M-V functional and the def2-TZVPD basis) of a cluster of 2 separate species, C3H5P in total.

Calculated values
energy above the lowest of the compared OMol25 structures with the same formula, charge and spin	74.2	kcal/mol
HOMO-LUMO gap	8.9754	eV
energy	-12475.42180	eV
lowest unoccupied orbital energy	0.14	eV

```
! wB97M-V def2-TZVPD RIJCOSX def2/J DEFGRID3
* xyz 0 1
C -1.4990 0.4359 0.3954
C -0.5383 0.7250 -0.4317
C 1.3397 -0.4394 -0.5276
P 2.5423 0.3975 0.2059
H -2.5397 0.8529 0.2633
H -1.2429 -0.4174 1.0245
H -0.4990 1.3828 -1.2324
H 0.7624 -1.3074 -0.8592
H 3.3911 -0.7050 0.4041
*
```